a) {"formula": "C5H11N", "method": "wB97M-V/def2-TZVPD", "species": ["H", "C", "C", "H", "H", "C", "H", "H", "H", "H", "C", "H", "N", "H", "H", "C", "H"], "xyz": [[1.495, -1.619, -0.276], [0.667, 0.127, -1.216], [1.551, 1.042, -1.640], [1.398, -0.341, 0.871], [-0.330, -1.783, 1.452], [-0.490, -1.344, 0.463], [-0.094, -0.215, -1.901], [-0.735, -2.142, -0.229], [1.726, 1.230, -2.685], [-0.317, 1.407, 0.985], [-1.241, 0.886, 1.295], [-1.903, -0.168, -0.345], [-1.525, -0.321, 0.580], [-2.090, 1.571, 1.201], [2.113, 1.631, -0.920], [0.911, -0.736, -0.010], [-1.134, 0.776, 2.376]], "smiles": "C=CCCNC", "gap_ev": 9.56}

---

b) {"formula": "C5H11N", "method": "wB97M-V/def2-TZVPD", "species": ["H", "C", "H", "H", "H", "H", "C", "H", "C", "C", "H", "H", "H", "H", "N", "C", "H"], "xyz": [[0.827, -0.014, -1.554], [1.319, 0.039, -0.575], [1.292, -2.101, -0.202], [-1.045, 2.617, 0.737], [-1.149, -1.371, -0.434], [0.740, 1.080, 1.315], [-1.604, 1.694, 0.761], [-2.565, 1.619, 1.249], [-1.778, -0.499, -0.238], [2.019, -1.283, -0.253], [2.518, -1.229, 0.721], [-2.285, -0.170, -1.148], [2.085, 0.822, -0.683], [2.774, -1.528, -1.008], [-0.973, 0.590, 0.333], [0.359, 0.512, 0.475], [-2.535, -0.777, 0.504]], "gap_ev": [7.48, 7.49]}

---

c) {"formula": "C5H11N", "method": "wB97M-V/def2-TZVPD", "species": ["H", "C", "H", "H", "H", "H", "H", "C", "H", "C", "H", "C", "H", "C", "N", "H", "H"], "xyz": [[-1.721, -2.684, -1.812], [0.821, -1.187, -0.270], [-0.378, -0.315, 1.252], [1.743, -1.010, -0.841], [1.298, 0.230, 1.294], [-0.806, 1.043, -0.783], [-1.210, 2.082, 1.471], [0.036, 1.278, -0.123], [-0.660, 3.300, 0.313], [-0.818, -2.538, -1.219], [0.847, 1.627, -0.777], [0.461, 0.008, 0.620], [0.464, 2.651, 1.518], [-0.363, 2.390, 0.846], [-0.281, -1.397, -1.192], [-0.430, -3.404, -0.663], [0.997, -2.074, 0.366]], "smiles": "C=NCCCC", "gap_ev": 10.89}

---

Which one is most stable, and which one is least stable? c) is the most stable of them, while b) is the least stable.

---

a) {"formula": "C5H11N", "method": "wB97M-V/def2-TZVPD", "species": ["H", "H", "H", "H", "H", "N", "H", "H", "C", "H", "H", "C", "C", "H", "H", "C", "C"], "xyz": [[0.275, -0.502, 1.342], [0.120, -1.899, 0.349], [-1.724, 1.919, -0.673], [2.592, 0.510, 1.198], [-0.846, -0.238, -1.499], [-2.249, -0.630, -0.032], [-2.184, -1.671, -0.078], [-2.419, -0.433, 0.996], [-0.957, 1.357, -0.048], [0.015, 1.869, -0.212], [-1.209, 1.474, 1.004], [0.243, -0.794, 0.280], [1.551, -0.470, -0.405], [3.456, 0.315, -0.486], [1.701, -0.818, -1.470], [-0.950, -0.133, -0.401], [2.584, 0.144, 0.132]], "smiles": "C=CC[C@H](C)N", "gap_ev": 10.56}

---

b) {"formula": "C5H11N", "method": "wB97M-V/def2-TZVPD", "species": ["H", "H", "H", "C", "H", "C", "C", "C", "H", "N", "H", "C", "H", "H", "H", "H", "H"], "xyz": [[1.615, -0.384, -1.464], [1.656, -0.550, 1.031], [-2.020, -0.203, -0.761], [0.760, -1.310, -1.478], [-0.612, -1.565, 0.153], [-0.096, -0.855, -0.176], [0.604, -0.388, 0.980], [-0.979, 0.301, -0.632], [0.936, -2.507, -1.411], [0.556, 1.028, 0.796], [-1.678, 1.126, 1.389], [-0.795, 1.219, 0.605], [1.146, 1.600, 1.573], [-0.771, 2.240, 0.189], [-0.101, -0.991, -2.309], [-0.257, -0.456, 1.776], [-0.770, 0.697, -1.525]], "smiles": "C[C@@H]1CCNC1", "gap_ev": 9.82}

---

Which one is most stable, and which one is least stable? a) is the most stable of them, while b) is the least stable.

---

a) {"formula": "C3H5BrO", "method": "wB97M-V/def2-TZVPD", "species": ["C", "C", "H", "H", "H", "Br", "H", "O", "C", "H"], "xyz": [[0.602, 0.006, 0.557], [0.080, -0.545, -0.800], [1.317, -0.693, 1.101], [0.802, 1.015, 0.615], [-2.609, 0.417, 0.850], [-1.286, -1.953, 1.424], [-0.166, 0.133, -1.467], [-1.994, 0.306, 0.153], [-0.827, -0.447, 0.365], [0.349, -1.493, -1.060]], "smiles": "OC1(Br)CC1", "gap_ev": 10.55}

---

b) {"formula": "C3H5BrO", "method": "wB97M-V/def2-TZVPD", "species": ["C", "H", "Br", "C", "C", "O", "H", "H", "H", "H"], "xyz": [[0.490, -0.510, 1.245], [1.165, -0.296, 0.346], [-1.394, 0.702, 2.887], [-0.566, 0.580, 1.150], [-1.307, 0.907, -1.113], [-1.382, 0.870, 0.160], [-0.469, 0.561, -1.668], [0.031, -1.506, 1.038], [0.939, -0.376, 2.338], [-2.108, 1.444, -1.621]], "gap_ev": [8.08, 8.23]}

---

Which one is most stable, and which one is least stable? a) is the most stable of them, while b) is the least stable.

---

a) {"formula": "C5H6F2O", "method": "wB97M-V/def2-TZVPD", "species": ["F", "H", "O", "H", "F", "C", "H", "C", "H", "H", "C", "C", "C", "H"], "xyz": [[1.824, -0.896, 1.375], [0.483, 0.098, -1.448], [4.332, 0.873, 0.076], [-0.712, -1.728, 0.742], [2.338, -1.664, -0.684], [0.319, -0.146, -0.458], [-1.015, 0.810, 0.914], [-0.017, -1.595, -0.050], [-0.559, 1.842, -0.509], [-0.348, -2.226, -0.974], [1.356, -1.050, 0.112], [-0.153, 1.155, 0.258], [3.300, 1.192, -0.304], [0.641, 1.541, 0.733]], "gap_ev": 11.78}

---

b) {"formula": "C5H6F2O", "method": "wB97M-V/def2-TZVPD", "species": ["H", "C", "F", "H", "F", "H", "H", "C", "C", "O", "H", "C", "H", "C"], "xyz": [[1.264, 0.844, 1.096], [-1.208, 1.555, 0.151], [-1.680, 2.032, -1.058], [1.159, -2.065, 0.681], [2.819, -0.968, 1.033], [1.842, -1.244, -0.744], [-2.065, 1.417, 0.828], [0.762, 0.092, 0.521], [-0.424, 0.277, -0.035], [-0.561, -1.874, -1.051], [-0.572, 2.289, 0.630], [1.632, -1.146, 0.329], [-1.952, -0.460, -1.469], [-1.016, -0.750, -0.913]], "smiles": "O=C/C(=C\\CF)CF", "gap_ev": 10.09}

---

Which one is most stable, and which one is least stable? b) is the most stable of them, while a) is the least stable.

---

a) {"formula": "C2H3N3O2S", "method": "wB97M-V/def2-TZVPD", "species": ["N", "N", "O", "H", "O", "N", "H", "C", "H", "S", "C"], "xyz": [[1.986, 3.331, -0.292], [0.685, -2.466, 0.407], [0.838, -1.091, 0.010], [-1.459, 0.415, -0.882], [1.513, -3.108, -0.096], [0.478, 1.445, -0.387], [-1.678, -1.319, -0.038], [1.265, 2.441, -0.215], [-2.203, 0.269, 0.772], [0.106, 0.320, 0.617], [-1.530, -0.237, 0.104]], "gap_ev": 9.13}

---

b) {"formula": "C2H3N3O2S", "method": "wB97M-V/def2-TZVPD", "species": ["C", "O", "O", "N", "H", "C", "N", "H", "S", "N", "H"], "xyz": [[-0.298, -0.909, 0.568], [-0.355, 0.247, -0.299], [1.639, 1.801, -0.978], [-1.686, 2.000, -2.595], [1.154, -1.636, 1.894], [-0.850, 2.159, -1.830], [0.770, -0.792, 1.435], [1.442, -0.117, 0.961], [0.292, 1.874, -0.429], [-1.169, -1.843, 0.431], [-0.938, -2.784, 0.841]], "gap_ev": 9.49}

---

Which one is most stable, and which one is least stable? b) is the most stable of them, while a) is the least stable.

---

a) {"formula": "C5H11NO2", "method": "wB97M-V/def2-TZVPD", "species": ["N", "H", "H", "H", "C", "H", "C", "O", "H", "H", "H", "H", "H", "H", "C", "C", "H", "C", "O"], "xyz": [[1.050, -1.117, -1.000], [-1.269, 2.311, -0.789], [-0.081, -0.164, 2.011], [-1.018, -2.196, 0.555], [-0.281, -0.532, 1.025], [1.531, 1.860, -0.398], [-1.632, 1.304, 0.017], [-0.476, -1.850, 1.244], [2.668, 0.282, 0.235], [-1.383, 1.696, 1.055], [1.606, -1.782, -0.596], [1.268, -0.807, -2.296], [-0.650, -1.064, -1.551], [-2.919, 1.234, -0.182], [-0.841, -0.064, -0.241], [1.642, 0.847, 0.353], [1.644, 1.155, 1.669], [0.613, -0.092, -0.208], [-1.472, -1.021, -0.903]], "gap_ev": 8.33}

---

b) {"formula": "C5H11NO2", "method": "wB97M-V/def2-TZVPD", "species": ["H", "H", "C", "H", "O", "C", "N", "C", "H", "C", "O", "H", "H", "H", "C", "H", "H", "H", "H"], "xyz": [[-0.969, 0.738, 1.491], [1.649, 0.960, -1.096], [-1.117, 1.366, 0.699], [-0.461, 2.152, 0.522], [3.729, 0.845, -0.390], [0.329, -0.504, -0.139], [1.451, 0.492, -0.228], [-0.930, 0.202, -0.348], [-2.114, -1.885, -1.112], [-2.115, -0.748, -0.248], [3.044, -1.058, 0.629], [-2.167, -1.324, 0.745], [-2.972, -0.219, -0.029], [-1.970, 1.941, 0.561], [2.866, 0.070, -0.056], [0.452, -1.306, -1.087], [2.080, -1.457, 0.718], [-1.156, 0.654, -1.529], [0.371, -0.919, 0.895]], "gap_ev": 10.58}

---

c) {"formula": "C5H11NO2", "method": "wB97M-V/def2-TZVPD", "species": ["H", "O", "C", "H", "H", "O", "H", "C", "C", "H", "H", "H", "H", "C", "C", "H", "N", "H", "H"], "xyz": [[-2.129, 0.285, 0.942], [0.124, -1.876, -1.311], [-1.849, 1.321, 0.773], [2.174, 0.230, 0.444], [-0.648, -2.018, -1.874], [0.519, 0.534, -2.061], [2.388, -1.434, -0.111], [0.498, -1.073, 0.851], [-0.944, 1.427, -0.411], [0.439, 1.426, -2.415], [2.515, -1.053, 1.614], [-2.750, 1.908, 0.602], [0.325, -2.110, 1.149], [1.994, -0.815, 0.691], [-0.231, 0.422, -0.921], [-0.861, 2.403, -0.870], [-0.267, -0.874, -0.371], [-1.371, 1.707, 1.675], [0.073, -0.409, 1.604]], "smiles": "C/C=C(/O)N(O)CC", "gap_ev": 8.85}

---

d) {"formula": "C5H11NO2", "method": "wB97M-V/def2-TZVPD", "species": ["C", "H", "C", "H", "O", "C", "H", "C", "H", "H", "H", "H", "O", "H", "N", "C", "H", "H", "H"], "xyz": [[1.295, -0.090, -1.050], [1.571, 1.915, -1.973], [0.826, 1.302, -1.430], [0.638, -1.940, -0.333], [1.169, 0.585, 2.778], [-1.139, -0.927, -0.439], [-2.418, 0.947, 0.646], [-1.707, 0.474, 1.327], [1.861, -0.005, -0.120], [0.535, -0.121, 2.935], [1.243, 0.706, 1.836], [0.100, -1.450, -2.105], [-0.224, 1.780, -1.094], [-1.647, 0.826, 2.349], [-0.978, -0.477, 0.943], [0.236, -1.224, -1.049], [-1.648, -0.129, -0.993], [2.041, -0.359, -1.782], [-1.756, -1.813, -0.445]], "smiles": "C=NCCCC=O.O", "gap_ev": 10.53}

---

Which one is most stable, and which one is least stable? d) is the most stable of them, while a) is the least stable.